Entry 1:
# C17H29N5O5SV

A structure of composition C17H29N5O5SV (ωB97M-V/def2-TZVPD, the OMol25 dataset).

Geometry as XYZ:
```
58
C17H29N5O5SV | the OMol25 dataset | ωB97M-V/def2-TZVPD
H 0.690 2.980 -3.384
H 0.757 0.766 -3.533
H 0.316 -4.371 6.625
H 3.391 1.744 -0.367
N 1.549 -0.401 -0.326
C 2.358 -0.828 -1.495
H 3.276 0.979 -2.254
C 2.487 0.284 -2.529
H -3.462 -0.755 -2.844
H -0.705 -0.055 1.353
O -1.262 -2.054 -3.503
C -3.068 0.319 0.114
H 3.205 -0.232 1.001
H -1.950 -4.251 5.553
C -1.831 2.349 -2.478
H -2.515 1.104 2.050
N -1.220 -3.268 3.885
H 2.821 2.337 1.175
H 1.116 -1.235 0.085
H -3.122 -1.652 -1.372
C 2.276 0.287 0.755
H -4.124 0.599 0.162
H 2.704 3.562 -1.322
O -0.846 0.812 0.850
H -3.679 1.316 -2.846
C 1.689 3.196 -1.472
H -2.968 -0.708 0.465
H -3.615 2.229 -1.337
O -1.675 2.851 -3.546
S -0.611 -2.083 1.600
H 1.885 -2.367 3.155
C -3.045 1.579 -2.003
C -1.058 -3.850 5.094
V -0.123 0.745 -1.053
H 1.638 0.262 1.640
H 2.250 -3.398 5.369
H 2.419 2.654 -3.461
H 1.021 4.049 -1.408
C -2.754 -0.860 -2.025
C 1.254 -3.358 4.948
C 1.059 -2.777 3.716
H 3.353 -1.142 -1.174
H 1.858 -1.690 -1.928
C -0.221 -2.721 3.152
O -0.892 2.363 -1.498
C -1.427 -1.334 -2.578
H 0.797 2.758 0.314
N 1.352 2.247 -0.367
O -0.386 -0.860 -1.828
H -2.285 2.259 0.722
C 2.553 1.710 0.325
C 1.523 2.531 -2.852
N 1.230 1.084 -2.690
C 0.181 -3.907 5.660
H -2.142 -3.252 3.468
H 2.774 -0.144 -3.489
N -2.563 0.387 -1.274
C -2.235 1.209 1.003
```

Summary:
Charge   +2
<S²>   0.76
HOMO energy (alpha / beta)   -14.10 / -14.10 eV
Multiplicity   2
Largest force on an atom   0.1 eV Å⁻¹
LUMO (alpha / beta)   -0.2733 / -0.2492 hartree

Entry 2:
# C4H6Cl2

The molecule C4H6Cl2 (ωB97M-V/def2-TZVPD, the OMol25 dataset).

Geometry as XYZ:
```
12
C4H6Cl2 | the OMol25 dataset | ωB97M-V/def2-TZVPD
C -1.625 -0.032 0.089
H 1.010 1.541 0.906
C 0.713 -1.268 0.093
H 1.621 1.032 -0.656
Cl -2.445 1.410 -0.021
C -0.079 -0.022 -0.079
H 1.373 -1.404 -0.837
C 0.662 1.235 -0.118
H 0.070 2.038 -0.540
H 1.303 -0.950 0.933
Cl -2.580 -1.525 -0.018
H -0.023 -2.054 0.248
```

Summary:
HOMO energy   -8.18 eV
SMILES string   CC(C)=C(Cl)Cl
Largest force on an atom   7.5 eV Å⁻¹
LUMO   0.0235 hartree

The relative energy (zero: lowest compared OMol25 entry of this formula, charge and spin) results, record by record, are as follows: 0.0000, 1.4754 eV.